[1]
Density functional theory data (ωB97M-V/def2-TZVPD) for a single C3H5ClN2S molecule at a distorted geometry.

Geometry (Å):
N: -0.9987 0.0148 1.0811
C: -0.5578 0.0047 -1.4410
H: 0.8408 -0.9388 2.4311
H: -0.6854 0.6341 -2.2765
S: -1.8867 0.6039 -0.3957
C: 0.6878 0.2856 -0.5716
H: -1.2812 0.1654 2.0035
C: 0.2771 0.1092 0.9027
Cl: 1.9671 -0.7271 -1.0725
N: 1.2507 -0.4303 1.5996
H: 1.0023 1.3511 -0.8233
H: -0.6161 -1.0727 -1.4373

Summary:
Kohn-Sham gap (eV): 9.101
Net charge: 0
Energy relative to the best compared isomer or geometry (same formula, charge and spin) (kcal/mol): 23.86
LUMO (eV): 0.37

[2]
Density functional theory data (ωB97M-V/def2-TZVPD) for a gas-phase ion, C5H13NO (charge +1) at a distorted geometry.

Geometry (Å):
N: 1.9067 -0.4904 0.2727
C: -0.7866 1.8591 -0.6190
H: -0.7052 -1.6165 -0.8991
H: 0.9519 -1.8718 2.2854
C: -1.3919 0.4544 -0.7242
C: -0.3373 -0.6101 -0.7375
H: -0.5848 2.0665 0.4354
C: 0.5645 -0.5613 0.6289
C: 0.2066 -1.7626 1.5094
H: 0.3746 -0.3222 -1.5072
H: 0.0452 -2.6784 0.9443
H: -2.1820 0.2736 -1.4580
H: -1.9912 0.3930 0.1935
O: 0.5441 1.9257 -1.1789
H: 2.5471 -1.1763 0.6703
H: -1.3873 2.6539 -1.0424
H: 0.4704 2.2230 -2.0924
H: 0.2438 0.3456 1.1480
H: 2.2823 0.4575 0.2172
H: -0.7707 -1.5628 1.9537

Summary:
Kohn-Sham gap (spin up / spin down) (eV): 11.636 / 6.575
Net charge: +1
Energy relative to the best compared isomer or geometry (same formula, charge and spin) (kcal/mol): 31.54
2S+1: 2
<S²>: 0.755
LUMO (spin up / spin down) (eV): -2.98 / -8.04

[3]
Density functional theory data (ωB97M-V/def2-TZVPD) for a single C14H19N3O4 molecule at a distorted geometry.

Geometry (Å):
H: -0.2044 -0.0641 2.8305
C: 1.5326 -1.8579 4.2907
C: -0.2643 2.7466 -4.5964
H: -2.0275 3.0182 -3.4228
H: 1.1414 -0.2464 -5.3396
H: -1.3582 0.7189 0.9908
H: 1.6955 -2.0931 7.0510
H: 0.9833 -0.5288 7.4481
C: 0.6185 1.8142 -5.1303
C: -1.5374 0.9455 -3.6288
C: 1.5354 -1.0795 6.6901
H: 1.3043 -2.6617 2.3086
H: -1.0962 -0.9730 -1.3060
C: 0.4383 0.4534 -4.9147
O: 0.3692 -1.7987 0.1235
C: 0.7481 -2.0156 2.9902
N: 1.7355 2.2650 -5.9195
H: 0.5975 -0.0664 5.0505
N: -1.5260 -0.2047 -0.8027
O: 1.8719 3.4605 -6.0711
H: -3.5798 1.0830 -3.0025
H: 1.7722 -2.8538 4.6699
C: -1.3368 2.3069 -3.8490
H: -0.0958 3.7969 -4.7780
C: -2.6897 0.4945 -2.7801
N: -1.0213 -0.0946 0.4937
H: 1.4422 -0.1472 2.1806
C: 0.7698 -1.0951 5.3725
C: 0.4954 -0.6865 2.2741
O: 2.4723 1.4219 -6.3858
H: -2.8996 -0.5635 -2.9325
H: 2.5063 -0.6061 6.5611
H: -0.2042 -1.5656 5.5257
C: -0.6364 0.0266 -4.1607
C: -0.0250 -0.9305 0.8776
H: 2.4769 -1.3482 4.0864
H: -0.7821 -1.0307 -3.9957
O: -2.6899 1.7087 -0.6763
C: -2.3224 0.7491 -1.3206
H: -0.2096 -2.4980 3.1975

Summary:
Kohn-Sham gap (eV): 8.735
Net charge: 0
Energy relative to the best compared isomer or geometry (same formula, charge and spin) (kcal/mol): 99.17
LUMO (eV): -0.59

[4]
Density functional theory data (ωB97M-V/def2-TZVPD) for 2 unconnected molecules or ions with the total composition H2NO4 at a distorted geometry.

Geometry (Å):
O: 0.6091 -0.6553 1.2669
O: -1.0865 1.0072 -0.9177
O: -0.7668 1.2804 0.4837
O: 0.9378 -1.0526 -0.8445
N: 1.2779 -1.1845 0.4171
H: -0.3951 0.3711 0.7975
H: -0.5764 0.2337 -1.2031

Summary:
Kohn-Sham gap (eV): 8.921
Net charge: -1
Energy relative to the best compared isomer or geometry (same formula, charge and spin) (kcal/mol): 3.75
LUMO (eV): 4.81

[5]
Density functional theory data (ωB97M-V/def2-TZVPD) for a gas-phase ion, C4H9N2O2 (charge -1) at a distorted geometry.

Geometry (Å):
C: 0.4114 0.2267 -0.2458
C: -0.7795 1.2248 -0.3709
H: -0.6566 1.5796 -1.4019
N: 0.0086 -0.9144 0.5857
H: -2.0615 -0.1595 -0.9346
H: 1.4063 1.8710 0.5709
H: -0.7921 2.1489 0.2141
C: 1.6925 0.8196 0.4710
O: -0.5631 -2.1126 -1.2516
H: -2.1277 0.1488 0.6539
H: 1.9393 0.3728 1.3990
C: -0.1230 -2.1852 -0.0707
O: 0.0755 -3.2120 0.6067
H: 0.6684 -0.1075 -1.2441
H: 2.5353 0.7114 -0.2109
H: 0.4540 -1.0049 1.4830
N: -2.0879 0.5925 -0.2537

Summary:
Kohn-Sham gap (eV): 7.851
Net charge: -1
Energy relative to the best compared isomer or geometry (same formula, charge and spin) (kcal/mol): 11.24
LUMO (eV): 3.85

[6]
Density functional theory data (ωB97M-V/def2-TZVPD) for a single C3H5FN2OS molecule at a distorted geometry.

Geometry (Å):
F: 2.4306 -1.5736 0.2688
H: 0.6361 -1.0756 1.0990
O: 2.2267 0.8332 -0.9825
N: -1.8953 0.1701 0.5607
S: -1.9661 -0.9017 -0.7401
C: 1.1697 -1.0187 0.1432
H: -3.2429 -1.2933 -0.5336
C: -0.9508 1.0179 0.5683
H: 0.6675 -1.6355 -0.6074
H: -0.8598 1.7100 1.4212
N: 0.1220 1.1917 -0.3224
C: 1.2894 0.4285 -0.3562
H: 0.3729 2.1471 -0.5190

Summary:
Kohn-Sham gap (eV): 10.063
Net charge: 0
Energy relative to the best compared isomer or geometry (same formula, charge and spin) (kcal/mol): 3.60
LUMO (eV): 0.54